12
Properties=species:S:1:pos:R:3 method="wB97M-V/def2-TZVPD" largest_force_ev_per_a=9.5 homo_lumo_gap_ev=8.69 molar_mass_da=285.795 homo_energy_ev=-15.2 de_lowest_ev=0.226 total_charge=+1 total_energy_ha=-1251.949842
Sn 0.342 -0.711 2.310
S -0.343 -1.363 -0.546
F -0.386 1.260 -0.193
F -0.281 0.662 -2.263
F 1.534 0.541 -1.045
O 0.146 -2.231 -1.629
O -1.794 -1.339 -0.362
O 0.314 -1.609 0.735
O 0.192 1.145 1.574
C 0.185 0.447 -1.053
H 0.742 1.601 0.937
H -0.650 1.599 1.533

***

7
Properties=species:S:1:pos:R:3 method="wB97M-V/def2-TZVPD" largest_force_ev_per_a=7.5 homo_lumo_gap_ev=10.46 molar_mass_da=221.908 homo_energy_ev=-10.6 de_lowest_ev=1.503 total_charge=0 total_energy_ha=-5589.349950
Br 1.790 -1.557 0.440
Br -0.671 0.332 2.124
Si 0.198 -0.098 0.198
O -0.841 -0.518 -0.931
O 0.777 1.276 -0.377
H -1.481 -1.567 -1.149
H 0.228 2.133 -0.306

***

16
Properties=species:S:1:pos:R:3 method="wB97M-V/def2-TZVPD" largest_force_ev_per_a=0.3 homo_lumo_gap_ev=11.14 molar_mass_da=86.134 homo_energy_ev=-10.2 de_lowest_ev=1.111 smiles=C[C@@H](O)C1CC1 total_charge=0 total_energy_ha=-271.711804
O 0.748 -1.109 -1.489
C -1.027 1.359 -0.791
C -0.698 0.126 -0.004
C 0.662 -0.512 -0.189
C 0.970 -1.603 0.831
C -0.889 1.443 0.703
H 0.079 -2.169 1.118
H 1.418 -1.182 1.739
H 1.676 -2.303 0.367
H -0.021 1.959 1.109
H -0.225 1.786 -1.390
H -2.015 1.435 -1.235
H -1.794 1.582 1.287
H 1.430 0.271 -0.095
H 1.191 -0.485 -2.074
H -1.503 -0.599 0.114

***

47
Properties=species:S:1:pos:R:3 method="wB97M-V/def2-TZVPD" largest_force_ev_per_a=1.1 homo_lumo_gap_ev=9.73 molar_mass_da=358.435 homo_energy_ev=-9.2 de_lowest_ev=0.209 smiles="COCCCNC(=O)[C@@H]1CCCCN1S(=O)(=O)c1ccc(F)cc1" total_charge=0 total_energy_ha=-1532.012244
S 0.888 -1.380 -0.195
F 6.433 0.343 0.620
O 0.359 -1.913 1.028
O 0.810 -2.165 -1.390
O -2.098 2.377 0.733
O -6.498 -1.123 0.035
N 0.070 0.024 -0.473
N -2.406 0.134 0.713
C 0.667 2.823 -0.781
C 1.049 1.810 -1.857
C 3.037 -0.616 1.351
C -0.151 0.914 0.647
C -1.657 1.248 0.696
C 4.744 -0.386 -0.842
C 0.728 2.165 0.595
C 3.439 -0.810 -1.020
C 2.601 -0.915 0.074
C 4.340 -0.190 1.545
C 0.091 0.623 -1.786
C -5.856 -0.247 -0.873
C -4.332 -0.322 -0.746
C -3.847 0.150 0.626
C -7.283 -0.497 1.018
C 5.169 -0.077 0.440
H -4.158 1.183 0.804
H -6.144 -0.554 -1.887
H -8.114 0.062 0.572
H -0.924 0.961 -2.023
H 1.761 1.890 0.826
H -6.192 0.784 -0.717
H -4.261 -0.497 1.403
H -4.017 -1.355 -0.903
H -7.684 -1.296 1.640
H -1.935 -0.758 0.649
H 0.372 2.862 1.354
H 0.366 -0.171 -2.481
H 0.989 2.262 -2.848
H 1.341 3.680 -0.810
H 3.062 -1.078 -1.994
H 0.072 0.333 1.548
H -0.349 3.181 -0.956
H 2.359 -0.738 2.180
H 4.717 0.051 2.526
H 5.428 -0.294 -1.671
H -3.886 0.300 -1.524
H 2.075 1.470 -1.695
H -6.694 0.185 1.642

***

8
Properties=species:S:1:pos:R:3 method="wB97M-V/def2-TZVPD" largest_force_ev_per_a=5.7 homo_lumo_gap_ev=6.03 molar_mass_da=136.068 homo_energy_ev=-1.2 de_lowest_ev=0.285 total_charge=-2 total_energy_ha=-1042.049476
S 1.732 -2.056 -3.614
P -1.322 1.300 2.608
O -0.317 0.901 3.664
O -1.224 2.729 2.196
O -2.558 0.501 2.357
C 0.345 -1.002 -1.071
C 0.913 -1.403 -2.065
H 2.431 -0.970 -4.075

***

22
Properties=species:S:1:pos:R:3 method="wB97M-V/def2-TZVPD" largest_force_ev_per_a=5.0 homo_lumo_gap_ev="3.44 / 6.89" molar_mass_da=118.180 homo_energy_ev="-2.8 / -11.0" de_lowest_ev=3.904 spin_multiplicity=3 total_charge=0 total_energy_ha=-383.341051
O -2.650 -1.039 -0.609
N 0.723 -1.881 -0.531
N -0.281 -0.852 -0.215
C 0.893 1.291 -0.936
C 1.224 0.104 1.307
C -1.356 -0.934 -1.225
C 0.265 0.444 0.160
C -0.865 1.150 1.087
H 1.683 1.123 1.479
H 1.226 0.658 -1.803
H -1.084 -1.701 -1.891
H 0.270 2.063 -1.207
H 0.738 -0.290 2.210
H 1.085 -2.210 0.338
H -1.485 0.035 -1.794
H -1.380 0.258 1.448
H 2.028 -0.593 1.192
H 1.853 1.665 -0.560
H 1.491 -1.508 -1.084
H -0.363 1.660 1.857
H -1.568 1.797 0.519
H -2.445 -1.237 0.259

***

67
Properties=species:S:1:pos:R:3 method="wB97M-V/def2-TZVPD" largest_force_ev_per_a=5.3 homo_lumo_gap_ev=10.75 molar_mass_da=832.899 homo_energy_ev=-10.8 de_lowest_ev=2.997 smiles="O=C1OC[C@@H](F)O1.O=C1OC[C@@H](F)O1.O=C1OC[C@@H](F)O1.COC(=O)OC.ClCCl.ClCCl.ClCCl.ClCCl.ClCCl" total_charge=0 total_energy_ha=-6467.098212
Cl -10.771 0.418 -1.468
Cl 2.945 4.583 5.778
Cl -8.284 0.699 0.080
Cl 11.164 -1.126 1.568
Cl -1.520 -8.427 -2.875
Cl 1.060 -9.913 -2.806
Cl -5.517 -2.763 -5.780
Cl 3.027 1.777 5.394
Cl 12.240 0.002 -0.855
Cl -2.815 -2.167 -6.463
F -4.098 -5.646 6.871
F 4.003 7.549 -0.342
F -0.956 3.944 -0.974
O 1.764 -1.995 -0.183
O -2.657 5.228 -1.811
O -2.523 7.123 -2.978
O 6.205 4.479 -2.395
O 5.701 6.241 -1.290
O -6.911 -2.893 5.878
O -1.511 5.218 -3.794
O -4.595 -2.781 5.970
O 4.927 6.236 -3.313
O 0.755 -3.336 1.395
O -0.333 -2.595 -0.493
O -5.535 -4.703 5.392
C 4.263 7.384 -2.703
C -0.146 -8.940 -1.853
C 11.355 0.399 0.645
C -3.585 -3.703 5.865
C 0.746 -2.732 0.281
C -10.011 0.459 0.178
C -1.364 3.876 -3.272
C -1.601 -3.060 -0.056
C -2.232 5.971 -2.877
C 4.030 3.205 5.489
C -4.276 -3.173 -6.942
C -1.920 4.019 -1.883
C -4.245 -5.067 5.650
C -5.780 -3.411 5.741
C 3.139 -2.299 0.240
C 4.959 7.466 -1.365
C 5.619 5.522 -2.401
H 3.175 7.327 -2.671
H -3.734 -5.702 4.926
H -2.572 3.155 -1.754
H 11.962 1.071 1.251
H -4.630 -2.829 -7.914
H 3.396 -1.824 1.187
H 4.704 3.143 6.344
H 10.417 0.895 0.394
H 4.501 3.375 4.520
H 3.888 -1.876 -0.430
H -0.411 3.349 -3.249
H 5.536 8.388 -1.286
H 0.426 -8.107 -1.444
H 4.472 8.264 -3.310
H -1.975 3.164 -3.828
H -10.264 -0.377 0.830
H -1.837 -4.114 -0.204
H -4.002 -4.227 -6.892
H 3.348 -3.364 0.343
H -2.368 -2.511 -0.602
H -3.036 -3.605 6.801
H -0.497 -9.567 -1.034
H -10.414 1.298 0.746
H -2.881 -3.501 5.057
H -1.920 -2.892 0.972

***

18
Properties=species:S:1:pos:R:3 method="wB97M-V/def2-TZVPD" largest_force_ev_per_a=5.4 homo_lumo_gap_ev=11.25 molar_mass_da=88.154 homo_energy_ev=-18.8 de_lowest_ev=2.205 smiles="C=C([NH3+])CC[NH3+]" total_charge=+2 total_energy_ha=-268.399747
N 0.705 -1.186 2.276
N -0.092 0.634 -2.381
C -1.195 1.618 -0.465
C 0.596 -0.044 -0.069
C -0.094 -0.927 1.015
C -0.352 0.678 -0.918
H 1.777 -1.252 1.988
H 1.061 -0.974 -0.724
H -0.910 0.237 -2.865
H -1.319 1.963 0.474
H -1.825 2.039 -1.235
H -1.074 -0.388 1.373
H 0.187 1.667 -2.639
H 1.354 0.608 0.284
H 0.598 -2.046 2.829
H -0.549 -1.869 0.539
H 0.486 -0.243 -2.524
H 0.644 -0.515 3.042